{"formula": "C38H35N7O6", "method": "ωB97M-V/def2-TZVPD", "energy_ev": -62637.22506, "lumo_ev": -1.94, "e_above_lowest_kcal_mol": 924.2, "gap_ev": 3.92, "species": ["C", "C", "C", "C", "C", "C", "N", "O", "O", "H", "H", "H", "H", "H", "C", "C", "C", "C", "C", "C", "N", "O", "O", "H", "H", "H", "H", "H", "C", "C", "C", "C", "C", "C", "N", "O", "O", "H", "H", "H", "H", "H", "N", "C", "C", "C", "C", "C", "H", "H", "H", "H", "H", "N", "C", "C", "C", "C", "C", "H", "H", "H", "H", "H", "N", "C", "C", "C", "C", "C", "H", "H", "H", "H", "H", "N", "C", "C", "C", "C", "C", "H", "H", "H", "H", "H"], "coordinates": [[1.355457, -0.748078, -0.792303], [2.084317, -0.385058, 0.311317], [3.102927, -1.171458, 0.759567], [3.414547, -2.292658, -0.061503], [2.769587, -2.539308, -1.278693], [1.675587, -1.815958, -1.635623], [4.497397, -3.248618, 0.318467], [5.501247, -2.800538, 0.899587], [4.445277, -4.430978, -0.040873], [0.550207, -0.118178, -1.140433], [1.630177, 0.349752, 0.959547], [3.595047, -0.902748, 1.682617], [3.015627, -3.370528, -1.922853], [1.016847, -1.917968, -2.485353], [-5.501723, 4.180092, 0.266207], [-4.639773, 5.132852, -0.317183], [-3.507093, 4.664982, -0.979393], [-3.079423, 3.346512, -0.937093], [-3.926483, 2.423062, -0.296303], [-5.160873, 2.850472, 0.238577], [-1.774433, 2.937032, -1.576163], [-1.111243, 3.815132, -2.177973], [-1.525823, 1.712862, -1.559293], [-6.411563, 4.476662, 0.766837], [-5.002043, 6.120282, -0.562393], [-3.030603, 5.470402, -1.518513], [-3.656203, 1.379872, -0.224883], [-5.842723, 2.148602, 0.695607], [-4.401153, -3.131178, -2.378403], [-4.136053, -2.797938, -1.057353], [-2.853213, -2.834948, -0.496583], [-1.787173, -3.080508, -1.435053], [-2.042993, -3.423508, -2.784203], [-3.392153, -3.469808, -3.237533], [-0.393973, -2.949858, -0.946283], [-0.147573, -2.767588, 0.276117], [0.528067, -2.963288, -1.786173], [-5.434823, -3.051308, -2.680973], [-4.959063, -2.459488, -0.445373], [-2.653833, -2.447268, 0.491527], [-1.213773, -3.659028, -3.434843], [-3.666853, -3.618348, -4.271403], [1.401127, -1.074178, 2.450407], [2.599237, -0.816698, 3.173217], [3.621977, -1.695328, 3.353337], [3.530687, -2.918268, 2.696837], [2.400887, -3.191778, 1.924297], [1.348457, -2.271058, 1.875717], [2.595777, 0.140902, 3.672607], [4.517997, -1.568168, 3.942727], [4.286867, -3.684238, 2.785587], [2.328747, -4.063308, 1.290557], [0.505387, -2.473138, 1.231687], [-0.743933, 0.003302, -0.705693], [-0.396083, 1.325082, -0.759193], [0.332697, 1.910512, 0.302317], [0.448827, 1.255732, 1.463517], [0.015577, -0.093918, 1.537847], [-0.565893, -0.682308, 0.428717], [-0.370333, 1.774202, -1.741043], [0.617617, 2.948772, 0.217237], [0.790187, 1.793892, 2.335437], [0.198567, -0.679858, 2.426447], [-0.711133, -1.747768, 0.529227], [1.361267, 1.503672, 3.797347], [0.777397, 2.481712, 4.381187], [1.039847, 3.871012, 4.244627], [2.050737, 4.203652, 3.360697], [2.738937, 3.130732, 2.693187], [2.364877, 1.790632, 2.915757], [0.209307, 2.292812, 5.280077], [0.571667, 4.666952, 4.804707], [2.371267, 5.227542, 3.236937], [3.462667, 3.392272, 1.935427], [2.817797, 1.022562, 2.306387], [0.463717, 1.517612, -3.546173], [1.483247, 0.676502, -3.918993], [1.395317, -0.723288, -3.710173], [0.178227, -1.227888, -3.202453], [-0.839863, -0.330238, -2.840403], [-0.655463, 1.079922, -3.004553], [2.323697, 1.169582, -4.384723], [2.207467, -1.396048, -3.942993], [0.058317, -2.233468, -2.827173], [-1.698823, -0.797468, -2.381853], [-1.364573, 1.876382, -2.833613]], "atomic_forces_ev_per_a": [[2.580, 0.320, -2.783], [2.598, -0.360, -1.033], [2.149, 0.194, -4.309], [0.941, 0.639, -1.735], [2.157, -1.470, 1.378], [3.515, 2.238, 5.457], [2.326, -0.138, -1.074], [-1.648, -0.096, -0.518], [-0.691, 1.491, 0.421], [3.721, -1.062, -0.877], [2.704, -0.586, -1.567], [0.440, -0.224, -1.735], [0.362, -0.455, 0.414], [3.617, 1.748, -0.635], [0.410, 1.045, 0.023], [-0.924, -2.026, -0.819], [0.087, 1.683, -0.008], [1.000, -1.212, 0.342], [-0.202, 0.330, -0.152], [1.108, -0.367, 0.041], [-7.529, 4.989, 2.711], [1.943, 0.021, -0.814], [-14.294, 2.980, 9.072], [-0.155, 0.113, -0.135], [0.232, 0.271, 0.530], [0.800, -0.528, -0.245], [0.080, -0.101, -0.113], [0.134, -0.272, -0.014], [-0.376, 0.335, 0.783], [0.629, -0.141, 0.925], [0.566, 0.490, -2.369], [-0.485, 0.556, 0.762], [-0.904, -0.124, 0.817], [1.454, 0.395, 0.163], [-4.032, -1.549, -1.316], [-0.693, -9.047, -5.722], [-0.593, -9.240, 4.691], [0.024, -0.139, -0.355], [-0.049, -0.115, 0.183], [-0.013, -0.310, 0.048], [-0.144, 0.031, -0.142], [0.450, -0.338, -0.123], [9.379, -4.596, 5.088], [-2.163, -0.369, 1.779], [0.002, -1.805, 0.849], [-1.322, -1.372, 0.575], [-0.233, -0.007, 1.528], [1.182, 0.152, 3.132], [0.213, -1.679, 0.412], [-0.167, 0.704, 0.233], [0.128, 0.129, 0.125], [-0.068, -0.295, 0.300], [2.464, 0.420, 3.316], [-3.855, 1.127, 4.737], [4.693, -3.717, 6.423], [-1.971, 1.893, -0.866], [-3.228, 0.282, 0.742], [-5.665, 3.682, 0.153], [-2.014, 4.925, 0.873], [7.925, 0.432, -0.697], [0.136, 0.157, -0.061], [-1.653, -0.476, -2.457], [-4.245, 1.715, 0.812], [-2.829, 3.161, 0.254], [2.584, -0.771, 1.034], [-0.336, 2.453, 2.809], [1.239, -0.285, -1.470], [0.319, -1.529, -0.018], [-0.931, -0.152, 0.424], [0.891, 4.397, 0.464], [-0.852, -0.766, -0.279], [-0.381, -0.378, 0.182], [-0.004, 0.044, -0.200], [0.270, -0.212, 0.079], [-0.056, 0.521, 0.066], [1.565, -0.566, -1.266], [-1.099, -1.603, 1.049], [-0.676, 3.242, -2.600], [-3.358, 5.128, -4.009], [0.194, -1.025, -1.603], [2.451, -2.704, -10.284], [0.247, -0.163, 0.146], [0.127, 0.143, -0.207], [-2.650, 0.901, -3.933], [-0.378, 0.504, -0.825], [0.826, -1.612, -6.981]], "mulliken_charge": [1.006, -0.516, -1.323, -0.594, -0.914, -0.696, 1.347, -0.607, -0.644, -0.537, -0.258, 1.760, 0.659, 1.800, -0.261, -0.746, -0.311, 0.150, -0.108, -0.885, 0.811, -0.771, -0.196, 0.373, 0.329, 0.413, 0.326, 0.380, -0.410, -0.734, -0.414, 0.540, 0.042, -0.834, 0.478, -0.072, -0.315, 0.397, 0.410, 0.492, 0.476, 0.379, -0.209, -0.725, -1.001, -0.446, -1.221, 0.414, 1.079, 0.489, 0.535, 0.807, 0.232, 1.279, 1.431, -1.296, 0.250, -0.814, -1.683, -1.031, 0.740, -0.204, 1.107, 0.613, -0.430, -0.272, -0.700, -0.387, -0.897, 0.445, 0.401, 0.425, 0.421, 0.444, 0.458, -0.737, -1.054, -0.784, -0.913, -0.534, -0.396, 0.414, 0.515, 0.673, 0.414, 1.727]}